[1]
The following is a DFT calculation (the ωB97M-V functional and the def2-TZVPD basis) of a 2-piece molecular cluster, C2H7N2O2 overall at a distorted geometry.

Bonds (Å) are listed after each position.
Element x y z (Å)
1 N 1.17 0.93 -0.49  C2 1.421, H4 1.003, H5 1.016
2 C 2.10 -0.07 -0.11  N1 1.421, N3 1.478, H6 1.097, H7 1.089
3 N 1.51 -1.29 0.49  C2 1.478, H8 1.021, H9 1.019
4 H 0.88 1.69 0.10  N1 1.003
5 H 0.38 0.54 -0.98  N1 1.016
6 H 2.81 0.31 0.63  C2 1.097
7 H 2.69 -0.40 -0.97  C2 1.089
8 H 0.75 -1.56 -0.14  N3 1.021
9 H 0.96 -0.94 1.28  N3 1.019
10 O -1.89 1.16 0.51  C11 1.240
11 C -1.85 -0.05 0.24  O10 1.240, O12 1.249, H13 1.129
12 O -1.40 -0.61 -0.78  C11 1.249
13 H -2.27 -0.73 1.04  C11 1.129

Calculated values
**Largest force on an atom**: 1.5 eV Å⁻¹
**HOMO**: -4.35 eV
**Total charge**: -1
**E_LUMO**: 4.380 eV
**Relative energy (zero: lowest compared OMol25 entry of this formula, charge and spin)**: 11.4 kcal/mol



[2]
The following is a DFT calculation (the ωB97M-V functional and the def2-TZVPD basis) of a 2-piece molecular cluster, C2H7N2O2 overall at a distorted geometry.

Bonds (Å) are listed after each position.
Element x y z (Å)
1 C 2.38 0.41 -0.45  N3 1.327, O5 1.241, H7 1.088
2 C -1.48 -0.20 0.17  N4 1.344, O6 1.268, H8 1.094
3 N 1.09 0.58 -0.69  C1 1.327, H9 0.978, H13 1.061
4 N -2.73 -0.34 0.64  C2 1.344, H10 1.097, H11 1.073
5 O 2.86 -0.44 0.31  C1 1.241, H12 1.012
6 O -0.52 -0.96 0.50  C2 1.268
7 H 3.22 0.96 -0.87  C1 1.088
8 H -1.60 0.60 -0.57  C2 1.094
9 H 0.60 1.31 -1.13  N3 0.978
10 H -2.86 -1.28 1.19  N4 1.097
11 H -3.50 0.31 0.27  N4 1.073
12 H 2.06 -0.90 0.74  O5 1.012
13 H 0.49 -0.06 -0.09  N3 1.061

Calculated values
**Largest force on an atom**: 4.7 eV Å⁻¹
**HOMO**: -15.15 eV
**Total charge**: +1
**E_LUMO**: -3.615 eV
**Relative energy (zero: lowest compared OMol25 entry of this formula, charge and spin)**: 31.4 kcal/mol



Question: Among the records above, which one has the highest HOMO?
Answer: number 1